Molecular formula: C4H6ClN
Method: DFT, ωB97M-V with the def2-TZVPD basis set

Each line ends with the natural charge from an NBO analysis.
Geometry (Å):
C -1.696475 -0.388048 0.797935  -0.601
C -0.255476 -0.215142 0.930476  -0.314
C 0.025844 1.281887 0.964149  0.271
N 0.443047 2.354372 1.187699  -0.307
C 0.671273 -0.969518 0.022239  -0.327
Cl 0.492811 -0.590023 -1.719746  -0.077
H -2.097606 0.236970 1.612291  0.225
H -2.031425 0.047165 -0.126421  0.232
H -1.943249 -1.395922 1.016184  0.218
H 0.102375 -0.675729 1.854398  0.246
H 0.391126 -2.042878 -0.006740  0.222
H 1.628687 -0.874892 0.283270  0.211

Atoms 1-3, force components in eV/Å:
-1.0 1.1 1.0
2.1 1.3 0.3
2.0 1.0 1.1

HOMO-LUMO gap	11.712	eV
HOMO	-0.4074	Ha
F_max	0.096	hartree/bohr
structure (SMILES)	C[C@H](C#N)CCl
2S+1	1
energy above the lowest of the compared OMol25 structures with the same formula, charge and spin	11.08	kcal/mol

=====

Molecular formula: C4H6ClN2O
Method: DFT, ωB97M-V with the def2-TZVPD basis set

Each line ends with the natural charge from an NBO analysis.
Geometry (Å):
C -0.686752 1.404639 0.000786  -0.273
C -1.509377 1.355650 -0.991204  0.259
C 0.583650 -0.643733 0.353686  0.438
C -0.244643 0.378537 0.976705  -0.501
N -0.033794 -1.300898 -0.624634  -0.131
N 1.938027 -0.698756 0.530817  -0.787
O -1.306723 -1.184699 -0.881004  -0.527
Cl -2.560712 1.378490 -2.210798  0.381
H -0.363124 2.518562 0.035955  0.334
H 0.066614 0.716459 1.897032  0.268
H -1.146930 -0.238744 1.004230  0.303
H 0.446575 -1.916489 -1.232762  0.390
H 2.451208 -0.553099 1.394216  0.440
H 2.365980 -1.215919 -0.253024  0.406

Atoms 1-3, force components in eV/Å:
-0.2 3.5 -1.6
-0.1 -2.3 -0.1
1.2 0.1 -1.4

charge	+1
HOMO-LUMO gap (alpha / beta)	6.819 / 6.827	eV
HOMO (alpha / beta)	-0.4605 / -0.4607	Ha
F_max	0.074	hartree/bohr
2S+1	1
energy above the lowest of the compared OMol25 structures with the same formula, charge and spin	121.29	kcal/mol

=====

Molecular formula: C4H6ClNO
Method: DFT, ωB97M-V with the def2-TZVPD basis set

Each line ends with the natural charge from an NBO analysis.
Geometry (Å):
C 1.978964 -0.731859 -0.582302  -0.718
C 0.540683 -0.542747 -0.439527  0.666
O -0.238471 -1.132207 -1.126967  -0.577
N 0.150566 0.347095 0.557735  -0.605
C -1.083398 0.907310 0.678205  -0.053
C -2.207431 0.364184 0.152861  -0.233
Cl -3.683042 1.274590 0.751410  -0.090
H 2.660968 0.041103 -0.084950  0.214
H 2.269439 -0.870196 -1.626547  0.255
H 2.261105 -1.711755 -0.089654  0.249
H 0.855453 0.802197 1.038728  0.394
H -1.141393 1.795190 1.290750  0.222
H -2.363443 -0.542905 -0.519743  0.276

Atoms 1-3, force components in eV/Å:
3.2 -0.7 1.2
-0.3 1.0 1.0
-1.1 -0.5 -0.8

HOMO-LUMO gap	9.272	eV
HOMO	-0.3189	Ha
F_max	0.068	hartree/bohr
structure (SMILES)	CC(=O)N/C=C/Cl
2S+1	1
energy above the lowest of the compared OMol25 structures with the same formula, charge and spin	26.79	kcal/mol

=====

Please write out number 2 again, unchanged.
Molecular formula: C4H6ClN2O
Method: DFT, ωB97M-V with the def2-TZVPD basis set

Each line ends with the natural charge from an NBO analysis.
Geometry (Å):
C -0.686752 1.404639 0.000786  -0.273
C -1.509377 1.355650 -0.991204  0.259
C 0.583650 -0.643733 0.353686  0.438
C -0.244643 0.378537 0.976705  -0.501
N -0.033794 -1.300898 -0.624634  -0.131
N 1.938027 -0.698756 0.530817  -0.787
O -1.306723 -1.184699 -0.881004  -0.527
Cl -2.560712 1.378490 -2.210798  0.381
H -0.363124 2.518562 0.035955  0.334
H 0.066614 0.716459 1.897032  0.268
H -1.146930 -0.238744 1.004230  0.303
H 0.446575 -1.916489 -1.232762  0.390
H 2.451208 -0.553099 1.394216  0.440
H 2.365980 -1.215919 -0.253024  0.406

Atoms 1-3, force components in eV/Å:
-0.2 3.5 -1.6
-0.1 -2.3 -0.1
1.2 0.1 -1.4

charge	+1
HOMO-LUMO gap (alpha / beta)	6.819 / 6.827	eV
HOMO (alpha / beta)	-0.4605 / -0.4607	Ha
F_max	0.074	hartree/bohr
2S+1	1
energy above the lowest of the compared OMol25 structures with the same formula, charge and spin	121.29	kcal/mol